# C2H5O2S

2 unconnected molecules or ions with the total composition C2H5O2S in a non-equilibrium geometry (ωB97M-V/def2-TZVPD, the OMol25 dataset).

Each atom is followed by the atoms it is bonded to, with distances in Å.
Cartesian coordinates (Å):
1 C 0.09763 0.21604 -1.58081  S2 1.831, H3 1.082, H4 1.088, H5 1.082
2 S -0.17514 1.84787 -2.36560  C1 1.831, H10 1.338
3 H -0.05980 -0.58434 -2.29243  C1 1.082
4 H 1.15176 0.23550 -1.31232  C1 1.088
5 H -0.47848 0.19624 -0.66457  C1 1.082
6 O -0.62127 -2.20092 2.98573  C7 1.237
7 C -0.39114 -1.01021 2.74420  O6 1.237, O8 1.248, H9 1.142
8 O 0.51076 -0.47585 2.06662  C7 1.248
9 H -1.11258 -0.25910 3.21259  C7 1.142
10 H 1.07826 2.03477 -2.79341  S2 1.338

Calculated values
LUMO (eV): 3.027
Total charge: -1
HOMO energy (eV): -3.8
Energy relative to the best compared isomer or geometry (same formula, charge and spin) (eV): 0.759
Orbital gap (eV): 6.85



# C4H6OS

A single C4H6OS molecule in a non-equilibrium geometry (ωB97M-V/def2-TZVPD, the OMol25 dataset).

Each atom is followed by the atoms it is bonded to, with distances in Å.
Cartesian coordinates (Å):
1 C 0.53009 0.51434 0.13942  C2 1.329, C3 1.476, S6 1.870
2 C -0.02681 -0.63251 -0.23493  C1 1.329, C4 1.539, S6 1.916
3 C 0.32371 1.67684 1.02475  C1 1.476, H7 1.129, H8 1.055, H9 1.126
4 C -1.06960 -1.76462 -0.25776  C2 1.539, H10 1.058, H11 1.049, H12 1.057
5 O 1.38240 0.23803 -2.48977  S6 1.451
6 S 1.61640 -0.28355 -1.15645  C1 1.870, C2 1.916, O5 1.451
7 H 0.85266 1.62228 2.02115  C3 1.129
8 H -0.72105 1.78267 1.12247  C3 1.055
9 H 0.88878 2.58086 0.66172  C3 1.126
10 H -1.77001 -1.43994 0.46604  C4 1.058
11 H -0.58149 -2.67028 -0.05300  C4 1.049
12 H -1.42508 -1.62411 -1.24365  C4 1.057

Calculated values
LUMO (eV): 0.746
HOMO energy (eV): -8.8
Energy relative to the best compared isomer or geometry (same formula, charge and spin) (eV): 3.125
Orbital gap (eV): 9.60